The following is a DFT calculation (ωB97M-V/def2-TZVPD) of a 2-piece molecular cluster, CH6S2 overall at a distorted geometry.

Last column: Mulliken charge in e.
Positions of all 9 atoms, in Å:
S -2.08 0.93 1.96  -0.1702
S -1.41 -0.93 2.68  -0.1804
H -1.43 0.87 0.68  0.1642
H -0.13 -0.50 2.78  0.1792
C 1.06 -0.03 -1.66  -0.8313
H 0.15 -0.32 -0.97  0.1093
H 0.75 0.88 -2.26  0.2296
H 1.80 -0.09 -0.84  0.2438
H 1.29 -0.80 -2.37  0.2559

Properties
LUMO energy: 0.00796 Ha
HOMO: -9.3 eV
Gap between HOMO and LUMO: 9.5573 eV
Relative energy (zero: lowest compared OMol25 entry of this formula, charge and spin): 14.9 kcal per mole
SMILES: SS.C